The following is a quantum chemistry calculation of C7H11CrNP as an isolated structure at a distorted geometry, from the Open Molecules 2025 dataset.

LUMO energy (alpha / beta): 0.0148 / 0.0133 hartree
E_HOMO (alpha / beta): -0.2323 / -0.1830 Eh
2S+1: 4
energy above the lowest of the compared OMol25 structures with the same formula, charge and spin: 0.0 kJ/mol
HOMO-LUMO gap (alpha / beta): 6.72 / 5.34 eV
⟨S²⟩: 3.844

```
21
Properties=species:S:1:pos:R:3:forces:R:3:mulliken_charge:R:1
C 2.44092 -1.04405 -0.68104 -0.5 -0.8 -0.7 -0.665
C 1.96668 -1.43737 0.62384 -0.3 -0.2 -1.0 -0.277
C 0.68460 -2.05305 0.47062 0.9 0.2 -0.6 -0.502
C 0.34711 -2.08010 -0.91762 1.0 0.3 -0.2 -0.257
C 1.40993 -1.45254 -1.65989 0.9 -0.5 1.2 -0.646
Cr 0.66699 0.20900 -0.46461 -1.5 -1.8 1.2 0.301
P 0.64432 2.39650 -0.86339 0.8 -0.3 -0.3 -0.039
H 3.42552 -0.64477 -0.92088 -0.4 -0.2 0.1 0.407
H 2.52327 -1.36180 1.55326 -0.2 0.1 -0.2 0.398
H 0.11174 -2.52861 1.27175 0.1 0.5 -0.3 0.442
H 1.49551 -1.39564 -2.74606 -0.1 0.0 0.5 0.409
H -0.51708 -2.58589 -1.35430 0.2 0.4 0.2 0.393
H 0.57988 2.75586 -2.25310 -0.1 0.5 0.7 0.033
H 1.80699 3.11305 -0.42089 -0.7 0.3 -0.3 0.032
H -0.45077 3.10769 -0.25988 0.4 0.4 -0.4 -0.008
C -3.27139 0.96109 1.65182 -0.8 0.1 0.4 -0.858
C -2.04581 0.56413 1.02531 1.8 -0.5 -0.9 0.239
N -1.04628 0.29764 0.49583 -1.5 1.5 0.6 -0.204
H -3.22154 0.74192 2.72720 -0.1 0.1 -0.3 0.269
H -4.10619 0.39728 1.21341 0.1 0.2 0.2 0.270
H -3.44442 2.03964 1.50860 0.0 -0.4 0.1 0.265
```
Forces are in eV/Å.